Formula: C33H83FIN4O15
Source: the Open Molecules 2025 dataset
Level of theory: ωB97M-V with the def2-TZVPD basis set

Output
Orbital gap = 8.1 eV
Total charge = +1
Spin multiplicity = 1
HOMO level = -10.96 eV
Max |F| = 5.9 eV Å⁻¹

Last column: Mulliken charge in e.
Positions of all 137 atoms, in Å:
C (-3.139, 0.614, 4.503)  -0.871
C (-2.521, -0.620, 3.650)  0.554
O (-3.175, -0.996, 2.640)  -0.585
N (-1.239, -1.155, 4.099)  -0.136
C (-0.709, -2.223, 3.206)  -0.872
C (0.213, -1.635, 1.993)  0.344
C (-0.655, -1.663, 0.601)  -0.552
C (0.162, -1.778, -0.721)  -0.058
N (0.263, -0.648, -1.764)  1.505
C (0.597, -1.491, -2.983)  0.083
C (1.236, -0.898, -4.292)  0.583
C (0.389, -1.314, -5.633)  -1.214
C (0.069, -0.048, -6.585)  0.111
C (-1.451, -0.137, -7.176)  -0.743
N (-2.299, 1.035, -6.723)  -0.476
C (1.540, 0.147, -1.485)  -0.346
C (1.421, 1.178, -0.243)  -0.306
I (2.962, 0.555, 1.231)  0.141
C (1.909, 2.697, -0.632)  -0.368
C (1.142, 3.786, 0.288)  0.315
O (0.495, 4.730, -0.176)  -0.510
F (1.229, 3.636, 1.707)  -0.172
O (0.114, 1.318, 0.295)  -0.356
C (-0.962, 1.392, -0.669)  -1.470
C (-0.925, 0.253, -1.859)  1.118
C (-1.107, 1.108, -3.215)  0.166
C (-0.150, 2.309, -3.542)  -0.362
O (-0.605, 3.491, -3.433)  -0.567
N (-2.253, -0.377, -1.691)  -0.464
C (-2.732, -1.219, -2.550)  0.172
C (-3.541, -0.955, -3.936)  -0.837
C (-2.735, -2.809, -2.176)  -0.625
H (-2.746, 1.613, 4.116)  0.205
H (-2.875, 0.531, 5.621)  0.315
H (-4.286, 0.626, 4.388)  0.266
H (-0.541, -0.411, 4.235)  0.201
H (-1.544, -2.905, 2.839)  0.394
H (-0.015, -2.891, 3.849)  0.234
H (0.324, -0.516, 2.238)  -0.308
H (1.205, -2.187, 1.894)  0.316
H (-1.429, -0.840, 0.732)  -0.338
H (-1.281, -2.633, 0.738)  0.679
H (-0.147, -2.780, -1.217)  0.024
H (1.261, -1.999, -0.416)  0.385
H (1.403, -2.240, -2.606)  -0.118
H (-0.265, -2.189, -3.311)  -0.211
H (2.283, -1.351, -4.501)  0.185
H (1.386, 0.225, -4.379)  -0.305
H (0.994, -2.102, -6.225)  0.394
H (-0.612, -1.806, -5.390)  0.267
H (0.151, 0.917, -5.983)  0.047
H (0.746, -0.052, -7.523)  0.498
H (-2.007, -1.074, -6.832)  0.311
H (-1.454, -0.178, -8.334)  0.248
H (-3.270, 0.715, -6.566)  0.196
H (-2.265, 1.744, -7.467)  0.254
H (1.810, 0.864, -2.355)  -0.599
H (2.470, -0.538, -1.432)  1.029
H (1.836, 2.925, -1.744)  0.182
H (3.025, 2.833, -0.355)  0.690
H (-1.918, 1.265, -0.024)  0.485
H (-1.035, 2.459, -1.052)  0.162
H (-1.152, 0.434, -4.159)  -0.562
H (-2.176, 1.547, -3.155)  0.820
H (0.972, 2.265, -3.833)  0.239
H (-4.606, -1.365, -3.909)  0.431
H (-2.954, -1.564, -4.731)  0.116
H (-3.464, 0.136, -4.268)  0.188
H (-3.837, -3.123, -2.201)  0.460
H (-2.340, -3.013, -1.130)  -0.162
H (-2.194, -3.386, -3.009)  0.287
C (-4.338, -6.324, -2.563)  -0.541
O (-3.771, -5.541, -3.605)  -0.452
H (-4.761, -5.656, -1.812)  0.239
H (-5.129, -6.959, -2.968)  0.312
H (-3.563, -6.941, -2.102)  0.194
H (-3.404, -6.154, -4.255)  0.280
C (1.599, -0.482, 6.220)  -0.680
O (2.194, -0.057, 4.997)  -0.430
H (1.588, -1.572, 6.247)  0.277
H (2.179, -0.106, 7.062)  0.319
H (0.573, -0.109, 6.278)  0.254
H (2.191, 0.909, 5.000)  0.266
C (-5.303, 3.425, 6.034)  -0.502
O (-4.005, 3.168, 5.512)  -0.402
H (-5.821, 2.475, 6.175)  0.205
H (-5.218, 3.936, 6.994)  0.172
H (-5.866, 4.043, 5.329)  0.299
H (-3.571, 4.023, 5.397)  0.248
C (4.311, -3.743, -3.449)  -0.635
O (3.976, -2.817, -2.421)  -0.381
H (3.456, -4.396, -3.628)  0.202
H (4.551, -3.203, -4.368)  0.261
H (5.166, -4.345, -3.137)  0.329
H (4.749, -2.252, -2.284)  0.298
C (1.128, 0.150, 10.319)  -0.515
O (1.724, 0.577, 9.102)  -0.438
H (1.119, -0.940, 10.343)  0.231
H (1.709, 0.524, 11.166)  0.241
H (0.102, 0.521, 10.378)  0.215
H (1.720, 1.543, 9.107)  0.265
C (4.861, 0.971, -3.835)  -0.411
O (5.008, -0.435, -3.945)  -0.578
H (5.827, 1.444, -4.009)  0.344
H (4.145, 1.323, -4.583)  0.182
H (4.508, 1.225, -2.832)  0.120
H (4.138, -0.824, -3.785)  0.212
C (3.245, 1.502, -9.318)  -0.610
O (2.051, 0.800, -8.999)  -0.491
H (4.100, 0.863, -9.095)  0.231
H (3.251, 1.755, -10.381)  0.276
H (3.309, 2.413, -8.718)  0.264
H (1.312, 1.386, -9.206)  0.265
C (-4.778, 2.992, 10.085)  -0.500
O (-4.476, 4.049, 9.186)  -0.486
H (-5.691, 2.498, 9.753)  0.224
H (-3.958, 2.269, 10.092)  0.221
H (-4.929, 3.394, 11.089)  0.266
H (-3.666, 4.469, 9.501)  0.279
C (0.056, -6.381, -1.659)  -0.517
O (0.346, -5.310, -2.548)  -0.402
H (-0.857, -6.876, -1.991)  0.112
H (0.879, -7.099, -1.666)  0.318
H (-0.092, -5.991, -0.648)  0.249
H (1.157, -4.890, -2.232)  0.209
C (1.013, 6.131, 3.607)  -0.441
O (1.291, 7.084, 4.622)  -0.543
H (0.816, 5.165, 4.073)  0.178
H (0.133, 6.444, 3.039)  0.267
H (1.875, 6.041, 2.941)  0.229
H (1.461, 7.927, 4.183)  0.304
C (5.343, 2.642, 4.487)  -0.402
O (5.491, 1.234, 4.376)  -0.495
H (6.311, 3.112, 4.313)  0.256
H (4.629, 2.998, 3.739)  0.126
H (4.991, 2.898, 5.489)  0.238
H (4.621, 0.842, 4.535)  0.271

***

Formula: C33H84AlBrClNO10P
Source: the Open Molecules 2025 dataset
Level of theory: ωB97M-V with the def2-TZVPD basis set

Output
Orbital gap = 5.6 eV
Total charge = -1
Spin multiplicity = 1
HOMO level = -3.89 eV
Max |F| = 1.2 eV Å⁻¹

Last column: Mulliken charge in e.
Positions of all 132 atoms, in Å:
C (1.835, -1.127, 0.526)  -1.400
C (0.803, -0.340, -0.291)  1.031
P (0.413, -1.115, -1.951)  -0.397
C (-0.109, -2.823, -1.421)  -0.243
C (-0.467, -3.682, -2.656)  -0.995
Al (-1.674, -0.086, -2.397)  0.203
Cl (-2.499, -1.042, -4.239)  -0.442
C (-1.624, 1.927, -2.673)  0.291
C (-0.457, 2.665, -3.168)  0.433
O (-0.073, 3.753, -2.818)  -0.587
Br (0.617, 1.776, -4.549)  -0.234
C (-2.849, -0.460, -0.811)  -0.628
C (-4.265, 0.107, -0.853)  0.713
O (-4.473, 0.781, -2.109)  -0.572
C (-5.335, -0.975, -0.629)  -1.383
N (-5.512, -1.901, -1.752)  -0.332
H (1.358, -1.921, 1.111)  0.189
H (2.557, -1.617, -0.141)  0.458
H (2.386, -0.467, 1.206)  0.208
H (-0.113, -0.193, 0.288)  -0.435
H (1.213, 0.647, -0.527)  0.107
H (0.722, -3.282, -0.872)  0.512
H (-0.964, -2.790, -0.732)  0.067
H (-1.549, -3.780, -2.776)  0.092
H (-0.066, -3.237, -3.572)  0.271
H (-0.037, -4.686, -2.572)  0.356
H (-2.444, 2.158, -3.368)  0.397
H (-1.859, 2.410, -1.723)  -0.425
H (-2.876, -1.556, -0.732)  0.159
H (-2.319, -0.095, 0.076)  0.073
H (-4.386, 0.860, -0.058)  0.181
H (-5.414, 0.805, -2.310)  0.245
H (-5.022, -1.553, 0.249)  0.353
H (-6.309, -0.530, -0.384)  0.447
H (-4.597, -2.212, -2.061)  0.110
H (-5.928, -1.406, -2.530)  0.320
C (-2.771, 6.294, -0.102)  -1.142
C (-2.015, 5.292, 0.755)  0.419
C (-0.670, 5.840, 1.211)  -1.380
O (-1.854, 4.060, 0.066)  -0.331
H (-2.201, 6.526, -1.006)  0.389
H (-3.729, 5.876, -0.410)  0.077
H (-2.959, 7.223, 0.439)  0.435
H (-2.618, 5.042, 1.630)  0.258
H (-0.040, 6.055, 0.343)  0.311
H (-0.150, 5.107, 1.829)  0.323
H (-0.790, 6.761, 1.784)  0.403
H (-1.326, 4.222, -0.731)  0.153
C (-8.068, 6.860, 0.160)  -1.398
C (-6.822, 6.134, 0.642)  0.615
C (-7.156, 4.815, 1.321)  -1.271
O (-6.051, 6.968, 1.506)  -0.514
H (-8.719, 7.096, 1.008)  0.347
H (-7.800, 7.795, -0.330)  0.338
H (-8.635, 6.247, -0.542)  0.371
H (-6.165, 5.942, -0.207)  0.213
H (-7.779, 4.992, 2.203)  0.340
H (-6.245, 4.312, 1.644)  0.296
H (-7.698, 4.150, 0.648)  0.364
H (-6.585, 7.173, 2.280)  0.314
C (-6.830, -6.338, -2.394)  -1.191
C (-6.898, -5.613, -3.730)  0.497
C (-5.513, -5.302, -4.267)  -0.967
O (-7.678, -4.424, -3.625)  -0.617
H (-6.336, -5.706, -1.651)  0.371
H (-7.834, -6.561, -2.029)  0.286
H (-6.274, -7.270, -2.485)  0.321
H (-7.436, -6.235, -4.452)  0.158
H (-4.992, -4.637, -3.573)  0.095
H (-5.576, -4.792, -5.228)  0.344
H (-4.918, -6.208, -4.387)  0.323
H (-7.228, -3.839, -3.000)  0.342
C (5.141, 3.365, 1.283)  -0.969
C (4.769, 1.988, 0.757)  0.413
C (5.564, 1.630, -0.489)  -1.336
O (3.371, 1.887, 0.511)  -0.372
H (4.916, 4.128, 0.533)  0.358
H (4.569, 3.600, 2.182)  0.379
H (6.206, 3.419, 1.509)  -0.019
H (4.963, 1.243, 1.533)  0.230
H (5.346, 2.343, -1.289)  0.337
H (5.290, 0.637, -0.842)  0.349
H (6.637, 1.659, -0.291)  0.352
H (3.143, 2.513, -0.185)  0.273
C (9.632, 5.563, 2.296)  -1.488
C (9.062, 4.153, 2.313)  0.718
C (10.005, 3.165, 2.979)  -1.379
O (8.728, 3.727, 0.992)  -0.531
H (10.567, 5.583, 1.729)  0.356
H (8.935, 6.253, 1.820)  0.360
H (9.840, 5.917, 3.306)  0.373
H (8.108, 4.159, 2.844)  0.247
H (10.952, 3.112, 2.436)  0.336
H (9.573, 2.165, 2.985)  0.290
H (10.225, 3.452, 4.008)  0.376
H (9.541, 3.700, 0.477)  0.322
C (-5.953, -10.531, -6.225)  -1.297
C (-6.071, -10.432, -4.712)  0.338
C (-7.158, -11.346, -4.166)  -1.292
O (-6.291, -9.084, -4.308)  -0.382
H (-6.891, -10.225, -6.697)  0.333
H (-5.163, -9.874, -6.589)  0.321
H (-5.732, -11.552, -6.539)  0.397
H (-5.115, -10.700, -4.258)  0.248
H (-8.130, -11.063, -4.579)  0.339
H (-7.217, -11.262, -3.081)  0.320
H (-6.968, -12.388, -4.427)  0.391
H (-7.129, -8.792, -4.683)  0.286
C (14.644, 0.598, 4.429)  -1.342
C (13.569, 1.610, 4.792)  0.493
C (13.415, 1.761, 6.297)  -1.288
O (12.324, 1.270, 4.186)  -0.475
H (14.381, -0.388, 4.822)  0.353
H (14.741, 0.514, 3.347)  0.323
H (15.612, 0.881, 4.846)  0.375
H (13.825, 2.579, 4.358)  0.244
H (13.116, 0.808, 6.743)  0.340
H (12.646, 2.498, 6.531)  0.311
H (14.351, 2.074, 6.762)  0.376
H (12.048, 0.416, 4.536)  0.303
C (-0.182, -0.471, 3.414)  -1.125
C (-1.524, -1.151, 3.191)  0.584
C (-2.039, -1.821, 4.458)  -1.516
O (-1.453, -2.083, 2.118)  -0.448
H (0.571, -1.209, 3.708)  0.309
H (0.161, 0.008, 2.498)  0.094
H (-0.246, 0.283, 4.201)  0.446
H (-2.252, -0.409, 2.856)  0.202
H (-1.339, -2.598, 4.783)  0.375
H (-3.005, -2.293, 4.275)  0.361
H (-2.149, -1.101, 5.270)  0.381
H (-0.806, -2.759, 2.345)  0.311